1.
Below is C11H23NOSi in the gas phase in a non-equilibrium geometry, with properties calculated with wB97M-V/def2-TZVPD.

Each line ends with the natural charge from an NBO analysis.
Geometry (Å):
C 3.39 -0.03 -0.05  -0.606
C 3.14 -1.41 -0.59  -0.411
C 1.68 -1.76 -0.63  -0.401
C 1.19 -1.90 0.86  -0.411
C -0.35 -2.14 0.95  -0.378
C -1.15 -0.76 0.93  0.161
C -2.65 -1.14 1.00  -0.611
C -0.99 -0.02 2.15  0.261
N -0.97 0.70 3.06  -0.307
O -0.79 -0.10 -0.32  -0.886
Si -1.19 1.47 -0.77  1.920
C -2.23 1.59 -2.19  -1.212
C 0.45 2.40 -1.16  -1.119
C -1.89 2.36 0.72  -1.157
H 2.98 0.75 -0.69  0.207
H 4.53 0.19 -0.03  0.206
H 3.10 0.07 0.97  0.205
H 3.68 -2.20 -0.03  0.193
H 3.63 -1.59 -1.53  0.206
H 1.10 -1.02 -1.15  0.223
H 1.46 -2.67 -1.26  0.201
H 1.79 -2.59 1.48  0.215
H 1.40 -0.94 1.39  0.207
H -0.60 -2.59 1.90  0.211
H -0.87 -2.67 0.13  0.218
H -3.35 -0.26 1.02  0.226
H -3.05 -1.82 0.19  0.223
H -2.69 -1.68 1.90  0.218
H -2.54 2.56 -2.56  0.262
H -3.06 0.89 -2.23  0.249
H -1.64 1.18 -3.03  0.248
H 1.17 1.96 -0.46  0.235
H 0.94 2.14 -2.03  0.232
H 0.36 3.47 -0.88  0.242
H -2.10 3.34 0.36  0.238
H -1.06 2.28 1.44  0.254
H -2.84 1.94 1.15  0.237

Calculated total energy   -23195.577 eV
Energy relative to the best compared isomer or geometry (same formula, charge and spin)   23.32 kcal/mol
Kohn-Sham gap   10.854 eV
Net charge   0
Lowest unoccupied orbital energy   0.75 eV

---

2.
Below is 2 unconnected molecules or ions with the total composition C3H10N2O in a non-equilibrium geometry, with properties calculated with wB97M-V/def2-TZVPD.

Each line ends with the Mulliken spin population.
Geometry (Å):
C 0.24 2.32 0.13  0.018
C 0.56 1.19 -0.82  0.047
N -0.68 -1.25 -1.96  0.125
C -0.10 -1.17 -0.64  -0.033
N 0.35 -0.11 -0.17  0.748
H -0.83 2.42 0.33  -0.001
H 0.70 2.17 1.10  -0.003
H 0.57 3.27 -0.29  0.000
H 0.00 1.17 -1.77  0.068
H 1.63 1.13 -1.06  0.008
H -1.66 -0.94 -1.92  -0.007
H -0.74 -2.25 -2.14  -0.006
H -0.09 -2.13 -0.13  0.038
H -0.67 -2.13 2.81  0.000
H 0.79 -1.96 3.10  0.000
O -0.07 -1.70 3.41  0.001

Calculated total energy   -8291.055 eV
Energy relative to the best compared isomer or geometry (same formula, charge and spin)   59.38 kcal/mol
⟨S²⟩   0.76
Spin multiplicity   2
Kohn-Sham gap (alpha / beta)   10.279 / 6.080 eV
Net charge   +1
Lowest unoccupied orbital energy (alpha / beta)   -4.50 / -8.69 eV

---

3.
Below is a molecular structure, C43H47N7O7S3Ti in a non-equilibrium geometry, with properties calculated with wB97M-V/def2-TZVPD.

Each line ends with the Mulliken charge.
Geometry (Å):
Ti 0.01 0.12 2.74  0.298
O -2.49 3.10 2.26  -0.673
S -1.16 2.60 2.46  1.530
O -1.02 1.65 3.63  -0.427
O -0.50 1.95 1.32  -0.350
C -0.04 3.92 2.77  0.319
C -0.63 5.11 3.16  -0.591
C 0.07 6.25 3.46  -0.784
C 1.47 6.17 3.38  -0.643
C 2.08 5.03 2.90  -0.883
C 1.33 3.90 2.56  -0.615
S 2.33 2.36 2.16  1.220
O 2.29 2.08 0.76  -0.362
O 3.63 2.62 2.70  -0.790
O 1.62 1.28 2.94  -0.422
H -1.69 5.16 3.12  0.540
H -0.50 7.12 3.87  0.319
H 2.07 7.02 3.71  0.409
H 3.17 4.90 2.80  0.826
C -6.38 -8.35 -6.09  -0.935
O -5.02 -8.21 -5.91  -0.438
C -4.65 -7.29 -4.96  0.685
C -3.30 -6.79 -4.93  -0.513
C -2.91 -5.91 -3.96  -0.456
C -3.74 -5.35 -3.02  0.197
C -5.06 -5.80 -3.06  -0.649
C -5.53 -6.71 -4.05  -0.580
C -3.14 -4.40 -2.09  0.195
N -1.85 -4.16 -1.95  -0.716
C -1.74 -3.15 -1.02  0.884
C -2.96 -2.90 -0.44  0.147
N -3.88 -3.66 -1.16  -0.115
C -3.09 -1.97 0.67  0.714
C -4.27 -1.84 1.42  -0.821
C -4.26 -1.04 2.53  -0.882
C -3.05 -0.32 2.83  -0.305
N -1.94 -0.50 2.12  0.358
C -1.89 -1.31 1.02  0.106
C -0.60 -1.59 0.40  0.372
N 0.47 -0.87 0.82  0.915
C 1.64 -1.10 0.25  -0.366
C 1.80 -1.93 -0.84  -1.455
C 0.74 -2.66 -1.29  -0.922
C -0.53 -2.52 -0.59  -0.135
H -6.48 -8.88 -7.07  0.254
H -6.77 -7.40 -6.30  0.459
H -6.89 -8.84 -5.29  0.327
H -2.65 -7.05 -5.75  0.395
H -1.83 -5.62 -3.92  0.374
H -5.82 -5.52 -2.34  0.283
H -6.53 -7.01 -4.10  0.476
H -4.90 -3.61 -1.17  0.280
H -5.13 -2.48 1.25  0.418
H -5.12 -0.86 3.22  0.382
H -2.96 0.33 3.74  0.463
H 2.50 -0.58 0.69  0.493
H 2.75 -2.06 -1.24  0.743
H 0.80 -3.33 -2.16  0.516
C 3.11 -1.60 4.43  -1.048
C 2.05 -2.60 4.77  1.125
C 2.45 -3.76 5.39  -0.872
C 1.50 -4.68 5.85  -0.565
C 0.17 -4.51 5.49  -0.900
C -0.23 -3.36 4.73  0.759
C -1.64 -3.19 4.21  -0.617
C 0.67 -2.33 4.49  0.027
N 0.33 -1.13 3.86  -0.243
H 4.09 -2.08 4.68  0.371
H 2.96 -0.64 4.85  0.264
H 3.22 -1.44 3.29  0.028
H 3.53 -3.92 5.67  0.224
H 1.75 -5.49 6.50  0.408
H -0.51 -5.26 5.87  0.401
H -2.40 -3.72 4.77  0.459
H -1.77 -3.44 3.11  0.137
H -1.85 -2.11 4.18  -0.189
C -1.09 2.92 -4.64  -1.390
C 0.39 3.31 -4.80  -0.358
C 0.90 4.24 -3.77  0.042
C 2.46 4.57 -3.94  -0.972
N 3.28 3.35 -3.94  -0.208
C 3.25 2.45 -2.91  -0.115
S 3.10 0.76 -3.06  -0.354
N 3.40 2.96 -1.71  0.472
C 4.35 4.03 -1.29  -1.134
C 3.74 5.34 -0.75  0.784
C 4.81 6.36 -0.29  -0.876
C 4.89 6.30 1.23  -1.072
H -1.36 2.34 -5.51  0.387
H -1.80 3.73 -4.53  0.349
H -1.22 2.29 -3.76  0.274
H 0.54 3.75 -5.78  0.319
H 0.97 2.43 -4.84  0.269
H 0.78 3.78 -2.76  -0.100
H 0.30 5.16 -3.71  0.574
H 2.83 5.21 -3.18  0.082
H 2.63 5.03 -4.95  0.476
H 3.04 2.87 -4.78  0.382
H 3.46 2.15 -1.03  -0.026
H 4.98 4.22 -2.13  0.468
H 4.96 3.49 -0.50  0.319
H 3.18 5.14 0.18  -0.469
H 3.02 5.71 -1.47  0.377
H 4.59 7.38 -0.63  0.353
H 5.72 6.10 -0.85  0.396
H 3.93 6.63 1.69  0.198
H 5.67 6.91 1.67  0.458
H 4.99 5.29 1.67  0.258

Calculated total energy   -125741.689 eV
Energy relative to the best compared isomer or geometry (same formula, charge and spin)   36.35 kcal/mol
Kohn-Sham gap   6.739 eV
Net charge   0
Lowest unoccupied orbital energy   -0.89 eV

---

4.
Below is a molecular structure, C16H21N3O5 in a non-equilibrium geometry, with properties calculated with wB97M-V/def2-TZVPD.

Each line ends with the natural charge from an NBO analysis.
Geometry (Å):
C -4.49 -5.44 0.29  -0.597
H -5.20 -4.76 -0.31  0.199
H -4.12 -6.18 -0.42  0.223
C -3.60 -4.59 1.16  -0.409
H -2.98 -3.85 0.60  0.213
H -2.89 -5.23 1.78  0.181
C -4.09 -3.58 2.16  -0.170
N -3.43 -2.73 2.73  -0.574
C -3.11 -1.46 2.36  0.663
O -3.72 -0.90 1.66  -0.533
C -1.88 -0.97 3.06  -0.175
H -2.34 -0.02 3.71  0.200
H -1.49 -1.47 3.97  0.223
O -1.01 -0.32 2.31  -0.433
C -0.62 -0.93 1.35  0.752
O -0.65 -2.21 1.33  -0.639
C 0.37 -0.25 0.62  -0.191
C 0.79 1.04 0.71  -0.171
C 1.42 1.61 -0.30  0.059
C 2.06 1.01 -1.46  0.181
N 2.45 1.82 -2.55  -0.437
C 2.97 3.09 -2.64  -0.149
C 3.33 3.30 -4.06  -0.440
H 4.54 3.18 -4.03  0.225
C 2.41 2.34 -5.01  -0.362
H 1.51 2.53 -4.99  0.193
C 2.61 1.22 -3.65  -0.196
H 3.50 0.47 -4.01  0.162
H 1.92 0.45 -3.97  0.202
H 3.14 2.03 -5.65  0.233
H 3.00 4.36 -4.44  0.234
H 1.79 3.84 -2.40  0.111
H 3.52 3.39 -1.83  0.241
C 1.66 -0.20 -1.47  -0.258
C 0.92 -0.90 -0.60  -0.078
H 0.67 -2.17 -0.89  0.267
H 1.93 -0.78 -2.44  0.220
N 2.24 2.79 0.32  0.474
O 1.29 3.67 0.79  -0.431
O 3.37 3.12 -0.02  -0.339
H 0.44 1.47 1.69  0.274
H -2.42 -3.40 3.32  0.315
H -4.80 -2.85 1.45  0.192
H -4.87 -4.06 2.84  0.151
H -5.21 -5.86 0.73  0.197

Calculated total energy   -31621.615 eV
Energy relative to the best compared isomer or geometry (same formula, charge and spin)   478.24 kcal/mol
Kohn-Sham gap   7.275 eV
Net charge   0
Lowest unoccupied orbital energy   -1.03 eV

---

5.
Below is a molecular structure, C45H27F4HfN5O2, with properties calculated with wB97M-V/def2-TZVPD.

Each line ends with the Mulliken charge.
Geometry (Å):
Hf -0.78 0.10 0.08  1.166
O -1.37 -1.53 -0.82  -0.336
C -1.55 -1.55 -2.24  2.953
C -0.63 -0.43 -2.84  -1.576
C 0.79 -0.60 -2.38  -0.244
C 1.75 -1.24 -3.13  -0.590
C 3.01 -1.41 -2.58  -0.934
C 3.26 -0.95 -1.29  -0.941
C 2.27 -0.31 -0.58  0.481
C 2.55 0.19 0.82  -1.612
C 1.40 0.07 1.85  2.561
O 0.37 0.97 1.42  -0.399
C 1.89 0.46 3.23  -0.437
C 2.32 1.78 3.42  -0.047
C 2.78 2.19 4.65  -0.787
C 2.83 1.30 5.72  -0.699
C 2.40 -0.01 5.53  -1.045
C 1.93 -0.42 4.29  -0.168
C 0.75 -1.33 1.82  -0.371
C 1.45 -2.48 1.50  -0.547
C 0.80 -3.71 1.49  -1.152
C -0.56 -3.81 1.77  -0.465
C -1.27 -2.67 2.09  -0.821
C -0.62 -1.43 2.13  -0.174
N 1.05 -0.13 -1.14  0.878
C -3.02 -1.28 -2.53  0.075
C -3.47 -0.27 -3.36  -0.258
C -4.83 -0.08 -3.57  -1.032
C -5.75 -0.91 -2.94  -0.522
C -5.30 -1.93 -2.11  -1.002
C -3.95 -2.12 -1.91  -0.318
C -1.09 -2.89 -2.81  -0.725
C -1.42 -3.21 -4.13  -0.555
C -0.95 -4.39 -4.69  -0.967
C -0.16 -5.25 -3.94  -0.699
C 0.16 -4.93 -2.63  -0.838
C -0.30 -3.75 -2.07  0.392
H -0.70 -0.44 -3.92  1.123
H -1.01 0.56 -2.52  0.580
H 1.50 -1.61 -4.12  0.594
H 3.78 -1.92 -3.14  0.500
H 4.24 -1.09 -0.84  0.619
H 3.44 -0.32 1.20  0.732
H 2.81 1.25 0.77  0.530
H 2.28 2.48 2.59  0.066
H 3.11 3.21 4.79  0.480
H 3.19 1.62 6.68  0.421
H 2.43 -0.71 6.36  0.454
H 1.60 -1.45 4.17  0.510
H 2.50 -2.44 1.28  0.662
H 1.36 -4.61 1.25  0.483
H -1.05 -4.77 1.74  0.478
H -2.32 -2.73 2.33  0.515
H -1.17 -0.58 2.54  0.975
H -2.78 0.39 -3.89  0.421
H -5.17 0.70 -4.23  0.474
H -6.81 -0.77 -3.11  0.446
H -6.01 -2.59 -1.63  0.461
H -3.59 -2.92 -1.28  0.462
H -2.06 -2.56 -4.71  0.501
H -1.22 -4.64 -5.71  0.460
H 0.19 -6.18 -4.38  0.442
H 0.77 -5.61 -2.04  0.479
H -0.06 -3.50 -1.05  -0.034
F -0.68 2.49 -0.57  -0.546
C -0.28 3.51 0.26  0.524
C 1.00 3.89 0.15  0.753
F 1.79 3.24 -0.67  -0.411
C 1.52 5.02 0.92  -0.047
C 0.51 5.73 1.69  0.217
C -0.77 5.32 1.79  -0.208
F -1.60 5.99 2.56  -0.292
C -1.23 4.11 1.16  0.709
C -2.46 3.55 1.44  0.419
C -2.69 2.23 0.98  0.369
N -2.74 1.14 0.60  -0.732
C -3.47 4.11 2.28  -0.370
N -4.30 4.50 2.97  -0.364
F 0.89 6.80 2.35  -0.272
C 2.84 5.34 0.94  1.479
C 3.83 4.55 0.26  -0.076
N 4.64 3.94 -0.28  -0.447
C 3.38 6.43 1.68  -0.442
N 3.89 7.29 2.26  -0.346

Calculated total energy   -70810.457 eV
Energy relative to the best compared isomer or geometry (same formula, charge and spin)   0.00 kcal/mol
Kohn-Sham gap (alpha / beta)   4.867 / 4.868 eV
Net charge   +2
Lowest unoccupied orbital energy (alpha / beta)   -8.79 / -8.79 eV

---

6.
Below is 2 unconnected molecules or ions with the total composition C2H4BrF2N in a non-equilibrium geometry, with properties calculated with wB97M-V/def2-TZVPD.

Each line ends with the natural charge from an NBO analysis.
Geometry (Å):
C -0.53 0.22 -0.21  -0.346
C 0.92 0.36 0.21  0.654
N -0.97 -1.04 0.24  -0.868
F 1.65 2.11 -0.89  -0.642
F 1.08 0.77 1.39  -0.266
Br 2.26 -0.84 -0.29  0.175
H -0.76 0.26 -1.27  0.240
H -1.13 1.03 0.20  0.238
H -0.90 -1.80 -0.48  0.404
H -1.62 -1.08 1.11  0.412

Calculated total energy   -79103.205 eV
Energy relative to the best compared isomer or geometry (same formula, charge and spin)   60.89 kcal/mol
Kohn-Sham gap   9.500 eV
Net charge   0
Lowest unoccupied orbital energy   -0.73 eV